#P
Density functional theory data (ωB97M-V/def2-TZVPD) for the molecule C18H16N2O2.

Summary:
- 2S+1 = 1
- total charge = 0
- HOMO-LUMO gap (eV) = 8.868
- LUMO energy (eV) = 0.32

Structure (XYZ):
```
38
C18H16N2O2 ωB97M-V/def2-TZVPD
C 0.7902 -5.0715 -3.1376
O 1.6841 -3.9198 -3.2868
C 1.3214 -2.7878 -2.6183
C 2.2106 -1.6908 -2.7618
C 1.9727 -0.5243 -2.0594
C 0.8857 -0.4098 -1.1359
C 1.0138 0.7145 -0.1088
C -0.2953 1.3850 0.3300
C -0.2431 2.8020 0.5696
C -1.1851 3.4377 1.3413
C -2.2956 2.7095 1.8325
O -3.1428 3.4116 2.6325
C -4.2974 2.6782 3.1480
C -2.4443 1.3590 1.4685
C -1.4562 0.7260 0.7166
C 2.1836 0.5891 1.1890
C 2.3593 1.6998 2.1719
N 2.3580 2.5962 2.8615
C 3.5073 0.0400 0.9981
N 4.5354 -0.4824 0.6813
C -0.0808 -1.4122 -1.1915
C 0.1598 -2.6216 -1.8404
H 1.2783 -5.8188 -3.7470
H 0.7246 -5.3899 -2.0955
H -0.2054 -4.8365 -3.5160
H 3.1177 -1.7975 -3.3566
H 2.7158 0.2892 -2.1011
H 1.6104 1.5470 -0.6580
H 0.6735 3.3358 0.2545
H -1.0291 4.4727 1.6409
H -4.7956 3.4268 3.7478
H -4.9344 2.3365 2.3307
H -3.9903 1.8250 3.7562
H -3.2875 0.7666 1.8116
H -1.5915 -0.3374 0.5934
H 1.7117 -0.2271 1.8806
H -1.0002 -1.3819 -0.6430
H -0.5393 -3.4393 -1.6989
```

#Q
Density functional theory data (ωB97M-V/def2-TZVPD) for the molecule C18H16N2O2.

Summary:
- 2S+1 = 1
- total charge = 0
- HOMO-LUMO gap (eV) = 7.919
- LUMO energy (eV) = 0.11

Structure (XYZ):
```
38
C18H16N2O2 ωB97M-V/def2-TZVPD
C -0.0779 -0.6005 4.0067
N -0.9551 0.5932 4.1071
C -0.4642 1.6635 4.7366
N -0.0382 2.5709 5.3170
C -2.1379 0.7129 3.2178
C -1.9050 1.5988 1.9722
C -0.7705 1.1168 1.0955
C 0.3607 1.8847 1.0248
C 1.4023 1.6344 0.1697
C 1.3524 0.4811 -0.5958
C 0.2808 -0.4401 -0.5004
C -0.8449 -0.0277 0.3161
C -2.0070 -0.8015 0.2736
C -2.0415 -2.0143 -0.4015
C -0.9383 -2.5039 -1.0959
C -1.0398 -3.7138 -1.7999
C 0.0449 -4.2147 -2.5470
C 1.2010 -3.4858 -2.5119
O 2.2940 -3.9341 -3.1774
C 1.3255 -2.2681 -1.8260
O 2.6228 -1.7633 -1.8212
C 0.2176 -1.7171 -1.1325
H 0.1051 -1.0215 5.0276
H -0.5797 -1.3637 3.3693
H 0.8377 -0.3170 3.5146
H -2.5215 -0.2691 2.9481
H -2.9548 1.2071 3.7963
H -2.8572 1.6913 1.4153
H -1.6517 2.6119 2.3249
H 0.4417 2.7483 1.7165
H 2.2644 2.2967 0.1723
H 2.1746 0.4156 -1.3008
H -2.9078 -0.5021 0.7722
H -3.0020 -2.5518 -0.3957
H -1.9592 -4.2799 -1.7781
H 0.0047 -5.1388 -3.1174
H 2.9911 -3.2755 -2.9217
H 2.7206 -1.2256 -1.0026
```

The relative energies come out as #P 69.4; #Q 0.0, with values in kcal/mol.

#P
Density functional theory data (ωB97M-V/def2-TZVPD) for C31H32N8O4S3SeSr as an isolated structure.

Summary:
- 2S+1 = 1
- total charge = -2
- HOMO-LUMO gap (eV) = 2.387
- LUMO energy (eV) = 2.49

Structure (XYZ):
```
80
C31H32N8O4S3SeSr ωB97M-V/def2-TZVPD
Sr 1.1123 -2.3218 1.2489
N 0.0680 -0.7268 -0.3101
C -1.1853 -1.1406 -0.9188
C -1.2292 -2.6153 -1.3101
O -0.7600 -2.9563 -2.5296
N -1.7848 -3.5531 -0.6693
C -2.3421 -3.4049 0.6384
C -1.1391 -3.1639 1.5765
O -0.3126 -4.0751 1.7117
O -0.9951 -2.0234 2.0389
H -0.0810 0.1149 0.2440
H 0.7763 -0.5156 -1.0047
H -1.4369 -0.5418 -1.8148
H -1.9627 -0.9788 -0.1678
H -2.8519 -4.3420 0.8749
H -3.0469 -2.5709 0.7350
C 3.4527 -0.0211 5.3496
C 3.0815 -0.3681 3.9281
S 3.1404 -2.0481 3.5571
C 2.7764 0.6327 3.0495
C 2.7260 2.0626 3.5284
S 2.4972 0.4238 1.3677
H 3.6250 -0.9346 5.9131
H 2.6607 0.5483 5.8404
H 4.3654 0.5814 5.3744
H 3.7177 2.4252 3.8175
H 2.0600 2.1582 4.3887
H 2.3445 2.6863 2.7238
Se 5.3618 -6.9649 -4.5343
N 3.9910 -5.8482 -4.7827
C 3.6031 -5.3796 -3.5913
C 2.5816 -4.4449 -3.3776
C 1.8080 -3.9297 -4.4672
C 0.8705 -3.0025 -4.2498
C 0.5972 -2.5018 -2.8669
N 1.4849 -2.9395 -1.8412
C 2.3186 -3.9194 -2.0789
C 3.0172 -4.5148 -0.9360
N 2.6495 -4.1725 0.3004
C 3.1560 -4.8146 1.3333
C 4.1052 -5.8272 1.2201
C 4.5404 -6.1704 -0.0388
C 3.9905 -5.5221 -1.1443
C 4.3535 -5.9051 -2.4772
N 5.3200 -6.7488 -2.7624
H 2.0334 -4.2971 -5.4606
H 0.2624 -2.5876 -5.0397
H 0.5587 -1.3947 -2.8709
H 2.7768 -4.5164 2.3007
H 4.4769 -6.3326 2.0983
H 5.2755 -6.9443 -0.2073
C -0.2274 5.2802 -1.9381
C 0.1351 4.1873 -0.9352
C -0.8267 4.1285 0.2547
N -2.1594 3.7436 -0.1309
C -2.7693 2.6135 0.2892
S -2.0486 1.5051 1.2880
N -4.0412 2.3905 -0.1597
C -4.9960 3.3016 -0.6466
O -5.7764 2.9242 -1.5246
C -5.0489 4.6069 -0.0141
C -4.5057 4.8783 1.2591
C -4.6617 6.1183 1.8327
C -5.3625 7.1262 1.1762
C -5.9277 6.8634 -0.0697
C -5.7793 5.6287 -0.6528
H 0.5570 5.3874 -2.6860
H -0.3510 6.2375 -1.4318
H -1.1550 5.0438 -2.4560
H 1.1380 4.3691 -0.5461
H 0.1453 3.2155 -1.4310
H -0.8652 5.1088 0.7479
H -0.4762 3.3740 0.9668
H -2.6793 4.3519 -0.7480
H -4.3029 1.4142 -0.2145
H -3.9954 4.1003 1.8063
H -4.2418 6.3092 2.8117
H -5.4827 8.0964 1.6385
H -6.4879 7.6386 -0.5777
H -6.2189 5.4068 -1.6145
```

#Q
Density functional theory data (ωB97M-V/def2-TZVPD) for C31H32N8O4S3SeSr as an isolated structure.

Summary:
- 2S+1 = 1
- total charge = -2
- HOMO-LUMO gap (alpha / beta) (eV) = 2.569 / 2.582
- LUMO energy (alpha / beta) (eV) = 3.09 / 3.10

Structure (XYZ):
```
80
C31H32N8O4S3SeSr ωB97M-V/def2-TZVPD
Sr -1.4580 1.9620 -1.1692
N -3.3910 4.9481 1.5275
C -2.4464 3.8770 1.8241
C -1.4924 3.5713 0.6600
O -1.7864 4.0810 -0.4535
N -0.4422 2.8177 0.7696
C -0.3519 1.9379 1.8876
C -1.4265 0.8277 1.7332
O -2.1602 0.8831 0.7332
O -1.5167 -0.0120 2.6545
H -3.8422 4.7011 0.6471
H -2.8501 5.7867 1.3163
H -3.0213 2.9726 2.0435
H -1.8771 4.1471 2.7179
H -0.5171 2.4232 2.8634
H 0.6414 1.4771 1.9157
C -2.7554 5.9435 -3.9556
C -2.1844 4.5656 -3.7518
S -3.3009 3.3713 -3.2829
C -0.8429 4.3546 -3.9757
C 0.0164 5.4908 -4.4789
S -0.0380 2.8623 -3.7811
H -3.8296 5.9127 -3.7963
H -2.5465 6.3209 -4.9572
H -2.3112 6.6325 -3.2378
H -0.3081 5.8096 -5.4741
H 1.0518 5.1605 -4.5409
H -0.0384 6.3557 -3.8140
Se -1.1678 -4.6400 -5.9826
N -2.5177 -3.6685 -5.2959
C -1.9819 -2.7443 -4.5017
C -2.7477 -1.7842 -3.7712
C -4.1459 -1.7451 -3.8145
C -4.8105 -0.7807 -3.0940
C -4.0604 0.1512 -2.3662
N -2.7533 0.1359 -2.3137
C -2.0783 -0.8124 -2.9751
C -0.6501 -0.8351 -2.8548
N -0.0684 0.0697 -2.0568
C 1.2307 0.0428 -1.9061
C 2.0641 -0.8807 -2.5451
C 1.4970 -1.8143 -3.3791
C 0.1104 -1.8111 -3.5564
C -0.5577 -2.7545 -4.3967
N 0.0735 -3.6876 -5.1054
H -4.6719 -2.4779 -4.4132
H -5.8892 -0.7249 -3.0904
H -4.5461 0.9438 -1.8100
H 1.6406 0.7961 -1.2460
H 3.1294 -0.8536 -2.3771
H 2.0836 -2.5615 -3.8946
C 5.0814 -1.1199 1.7731
C 4.0297 -1.7116 0.8394
C 3.2404 -2.8379 1.5123
N 2.4412 -2.3723 2.6148
C 1.1608 -1.9375 2.4585
S 0.3753 -2.1197 1.0182
N 0.5568 -1.3446 3.5293
C 0.8383 -1.5148 4.8593
O 0.4996 -0.7013 5.7052
C 1.5386 -2.7713 5.2655
C 1.2674 -4.0022 4.6613
C 1.8829 -5.1508 5.1171
C 2.7562 -5.1030 6.1965
C 3.0196 -3.8865 6.8118
C 2.4123 -2.7336 6.3556
H 5.6030 -0.2963 1.2883
H 5.8081 -1.8797 2.0653
H 4.6094 -0.7363 2.6767
H 4.5010 -2.1184 -0.0578
H 3.3275 -0.9364 0.5277
H 3.9274 -3.6078 1.8810
H 2.5452 -3.2724 0.7902
H 2.9241 -2.0949 3.4558
H -0.2804 -0.7118 3.2600
H 0.5667 -4.0541 3.8415
H 1.6826 -6.0962 4.6319
H 3.2230 -6.0103 6.5590
H 3.7015 -3.8407 7.6525
H 2.6062 -1.7834 6.8326
```

The relative energies come out as #P 17.1; #Q 0.0, with values in kcal/mol.

#P
Density functional theory data (ωB97M-V/def2-TZVPD) for a 2-piece molecular cluster, CH2O3S overall.

Summary:
- 2S+1 = 1
- total charge = 0
- HOMO-LUMO gap (alpha / beta) (eV) = 7.761 / 7.715
- LUMO energy (alpha / beta) (eV) = -1.63 / -1.60

Structure (XYZ):
```
7
CH2O3S ωB97M-V/def2-TZVPD
O -0.2999 1.4491 -0.6777
C -0.4757 0.4106 -0.0111
O 0.4578 -0.3707 0.4295
H -1.3385 0.1001 0.4599
H 1.2408 -0.1311 -0.0643
O 2.6035 1.1476 -0.3150
S 2.2135 2.4183 0.2801
```

#Q
Density functional theory data (ωB97M-V/def2-TZVPD) for the molecule CH2O3S.

Summary:
- 2S+1 = 1
- total charge = 0
- HOMO-LUMO gap (alpha / beta) (eV) = 6.912 / 6.950
- LUMO energy (alpha / beta) (eV) = -4.11 / -4.08

Structure (XYZ):
```
7
CH2O3S ωB97M-V/def2-TZVPD
C 0.9079 -0.5896 -0.1660
O -1.1172 0.5385 -1.2715
O -0.0246 1.9022 0.4761
O -1.2168 -0.1733 1.0819
S -0.5454 0.6512 0.0431
H 1.2721 -0.9958 0.7722
H 0.7239 -1.3332 -0.9359
```

#R
Density functional theory data (ωB97M-V/def2-TZVPD) for the molecule CH2O3S.

Summary:
- 2S+1 = 1
- total charge = 0
- HOMO-LUMO gap (eV) = 10.021
- LUMO energy (eV) = 0.13

Structure (XYZ):
```
7
CH2O3S ωB97M-V/def2-TZVPD
C 0.3315 0.0587 0.1583
O -2.3041 0.5932 0.3233
O -0.3014 -1.2284 0.3491
O 1.3784 0.2857 -0.6538
S -1.3426 0.0044 -0.5645
H 0.2632 0.7708 1.1060
H 1.9751 -0.4844 -0.7185
```

The relative energies come out as #P 0.0; #Q 60.9; #R 5.4, with values in kcal/mol.